{
  "formula": "C2H3FO2",
  "method": "ωB97M-V/def2-TZVPD",
  "species": ["C", "C", "O", "O", "F", "H", "H", "H"],
  "positions_angstrom": [[0.255, -0.681, 0.410], [0.669, 0.673, 0.338], [-1.401, 0.438, -0.944], [1.415, 1.064, -0.479], [0.819, -1.544, -0.365], [-0.118, -1.057, 1.345], [0.260, 1.350, 1.110], [-1.900, -0.242, -1.414]],
  "atomic_forces_ev_per_a": [[-1.1, -0.3, 0.0], [-1.2, 1.0, 1.6], [0.7, -0.3, 0.9], [2.3, 1.1, -2.2], [0.1, -0.5, -0.4], [-0.6, -0.4, 0.1], [-0.2, -0.2, 0.1], [0.0, -0.4, 0.0]],
  "fmax_ev_per_a": 3.38,
  "mol_weight_g_mol": 78.042,
  "e_homo_ev": [-9.9, -10.4],
  "e_above_lowest_kcal_mol": 102.3
}

{
  "formula": "C2H3FO2",
  "method": "ωB97M-V/def2-TZVPD",
  "species": ["C", "C", "O", "O", "F", "H", "H", "H"],
  "positions_angstrom": [[1.729, -0.356, 0.001], [1.026, 0.725, 0.017], [2.358, -1.333, -0.014], [-2.120, -0.283, 0.449], [-2.045, -1.474, -0.254], [-2.411, 0.340, -0.239], [0.596, 1.109, -0.888], [0.867, 1.271, 0.929]],
  "atomic_forces_ev_per_a": [[0.8, -1.3, 0.0], [-0.6, 1.1, 0.0], [-0.2, 0.3, 0.0], [-0.1, 1.0, 0.7], [0.0, -0.7, -0.6], [0.0, -0.3, -0.1], [0.0, -0.1, -0.2], [0.1, -0.1, 0.2]],
  "fmax_ev_per_a": 1.51,
  "mol_weight_g_mol": 78.042,
  "e_homo_ev": -9.3,
  "e_above_lowest_kcal_mol": 109.8,
  "smiles": "C=C=O.OF"
}

{
  "formula": "C2H3FO2P",
  "method": "ωB97M-V/def2-TZVPD",
  "species": ["C", "C", "O", "O", "F", "P", "H", "H", "H"],
  "positions_angstrom": [[0.142, 0.371, -0.454], [-0.783, -0.138, 0.400], [-3.385, -0.502, 0.645], [-2.751, 1.454, -0.888], [-0.894, -3.092, -0.186], [-2.408, 0.298, -0.051], [1.246, 0.238, -0.430], [-0.207, 1.075, -1.228], [-0.695, -0.884, 1.211]],
  "atomic_forces_ev_per_a": [[0.0, 0.3, 0.6], [1.6, 0.2, -1.1], [-1.0, -0.7, 0.7], [1.0, -0.1, -0.3], [0.1, 0.4, 0.1], [-1.1, 0.3, 0.2], [-1.0, -0.3, 0.2], [0.2, -0.5, 0.4], [0.2, 0.4, -0.9]],
  "total_charge": -1,
  "fmax_ev_per_a": 1.97,
  "mol_weight_g_mol": 109.016,
  "e_homo_ev": -3.7,
  "e_above_lowest_kcal_mol": 70.7
}

The records above give, respectively, DFT total energy values of -328.19195; -328.18006; -669.74341 hartree.